No. 1
{"formula": "C38H43N3O2S4ScTe", "method": "ωB97M-V with the def2-TZVPD basis set", "elements": ["Sc", "C", "C", "S", "C", "C", "S", "C", "C", "S", "C", "C", "S", "H", "H", "H", "H", "H", "H", "H", "H", "H", "H", "H", "H", "H", "H", "H", "H", "O", "C", "C", "C", "C", "N", "C", "C", "C", "C", "C", "C", "O", "C", "C", "N", "H", "H", "H", "H", "H", "H", "H", "H", "H", "H", "H", "H", "Te", "C", "C", "C", "C", "C", "C", "H", "H", "H", "H", "H", "C", "C", "C", "C", "C", "C", "N", "C", "C", "C", "C", "C", "C", "H", "H", "H", "H", "H", "H", "H", "H", "H", "H"], "xyz": [[0.521928, 0.632284, -0.366570], [1.019151, -3.533039, 1.069063], [-0.440785, -3.462686, 1.477882], [-0.860811, -1.831690, 2.142251], [-2.642343, -2.121407, 2.387380], [-3.590226, -1.019828, 1.911369], [-3.443453, -0.424922, 0.208265], [-3.843597, -1.903442, -0.769780], [-2.882290, -2.020040, -1.950218], [-1.184441, -1.892835, -1.330966], [-0.360264, -3.287342, -2.126773], [1.132276, -3.228435, -1.802516], [1.572678, -2.411686, -0.247525], [1.274375, -4.544232, 0.748621], [1.659023, -3.280599, 1.917390], [-0.629162, -4.209395, 2.250903], [-1.094858, -3.649220, 0.627526], [-2.803544, -2.262041, 3.455786], [-2.876053, -3.067767, 1.899950], [-3.455114, -0.117075, 2.510356], [-4.614915, -1.359713, 2.062516], [-4.873740, -1.829626, -1.114419], [-3.744783, -2.775740, -0.124968], [-3.053283, -1.234849, -2.686055], [-2.986429, -2.988586, -2.438810], [-0.509654, -3.241760, -3.206359], [-0.816962, -4.203167, -1.748667], [1.661781, -2.625618, -2.542455], [1.573300, -4.223509, -1.802118], [3.661128, 0.729233, 6.100435], [4.403960, 0.354876, 4.959226], [3.492892, 0.331452, 3.765867], [3.922486, -0.199309, 2.557448], [3.078503, -0.155327, 1.470651], [1.839936, 0.353811, 1.522744], [1.426997, 0.870969, 2.689036], [2.218259, 0.870636, 3.822642], [0.080489, 1.500031, 2.676586], [-0.389623, 2.259589, 3.727151], [-1.618710, 2.902952, 3.620567], [-2.096975, 3.782710, 4.749519], [-2.067779, 3.103462, 5.992978], [-2.345458, 2.731815, 2.456089], [-1.810999, 1.957114, 1.445025], [-0.629023, 1.346990, 1.546651], [4.242416, 0.751037, 6.866062], [4.861847, -0.630962, 5.076370], [5.207359, 1.068084, 4.752716], [4.909651, -0.632916, 2.451779], [3.403013, -0.526179, 0.513252], [1.867215, 1.274960, 4.759269], [0.183233, 2.378975, 4.635867], [-3.082908, 4.189284, 4.519357], [-1.410344, 4.622376, 4.849448], [-2.835401, 2.527430, 6.063021], [-3.306629, 3.210577, 2.316801], [-2.329345, 1.827903, 0.506194], [2.831689, 1.714411, -1.637431], [3.704285, 0.437482, -3.080681], [4.512032, -0.636461, -2.712507], [5.165774, -1.385155, -3.684015], [5.020844, -1.064545, -5.027795], [4.207731, -0.000688, -5.397252], [3.546306, 0.747152, -4.429199], [4.643474, -0.882236, -1.665701], [5.798574, -2.213679, -3.387653], [5.544958, -1.637065, -5.783042], [4.089421, 0.255461, -6.443654], [2.912503, 1.575316, -4.721065], [-2.625521, 0.249761, -4.904279], [-1.316074, -0.116109, -4.627894], [-0.666639, 0.401030, -3.512412], [-1.318035, 1.277633, -2.650135], [-2.631733, 1.650085, -2.939597], [-3.279717, 1.139347, -4.055867], [-0.636808, 1.814452, -1.515539], [-0.476932, 3.218462, -1.468005], [0.075517, 3.808915, -0.323169], [0.273727, 5.179775, -0.229017], [-0.072327, 6.009757, -1.280892], [-0.574541, 5.435055, -2.441934], [-0.766282, 4.064403, -2.544035], [-3.128244, -0.136981, -5.782772], [-0.785575, -0.780137, -5.300412], [0.373844, 0.164820, -3.331236], [-3.135197, 2.351609, -2.282848], [-4.297699, 1.444241, -4.269966], [0.389408, 3.193755, 0.510397], [0.703919, 5.593703, 0.674883], [0.067496, 7.081507, -1.207104], [-0.806344, 6.061411, -3.295748], [-1.117629, 3.649104, -3.478436]], "forces_ev_per_angstrom": [[-0.41, -1.06, -0.16], [-0.04, 0.10, -0.03], [0.01, 0.02, 0.09], [-0.02, 0.03, -0.02], [0.03, 0.07, -0.05], [0.13, 0.00, -0.07], [-0.08, -0.13, -0.08], [0.06, 0.06, 0.02], [0.05, 0.14, -0.02], [0.03, 0.06, 0.34], [-0.07, 0.10, -0.08], [-0.09, 0.05, 0.07], [0.29, 0.23, -0.15], [0.03, 0.00, 0.04], [0.01, -0.05, -0.01], [0.04, -0.05, -0.03], [0.00, -0.05, 0.00], [-0.10, -0.06, 0.01], [-0.02, 0.02, -0.03], [-0.02, -0.02, 0.02], [-0.03, 0.02, 0.11], [-0.01, -0.08, -0.05], [-0.04, -0.02, 0.00], [-0.01, -0.02, -0.01], [-0.06, 0.01, -0.04], [0.04, -0.06, 0.00], [0.06, -0.04, -0.03], [0.02, -0.01, -0.01], [0.03, -0.03, -0.06], [0.03, -0.03, -0.04], [-0.12, 0.00, 0.02], [0.01, 0.02, 0.05], [0.04, -0.04, 0.01], [0.01, -0.03, 0.07], [0.18, 0.32, 0.18], [-0.16, 0.01, -0.03], [0.06, -0.04, 0.18], [0.07, -0.10, 0.03], [-0.11, 0.04, 0.21], [0.04, 0.02, 0.04], [0.01, -0.14, 0.07], [0.03, 0.08, -0.04], [-0.06, 0.00, 0.05], [0.02, 0.02, -0.09], [0.17, 0.21, -0.32], [0.01, 0.01, -0.01], [0.00, -0.06, 0.02], [0.07, 0.05, 0.00], [-0.03, 0.03, -0.02], [0.02, 0.02, -0.10], [0.00, 0.00, -0.04], [0.01, 0.01, -0.04], [-0.07, -0.01, 0.02], [0.02, 0.07, 0.01], [0.00, 0.00, -0.02], [0.03, 0.00, -0.02], [0.08, 0.11, -0.03], [0.10, 0.12, 0.15], [-0.18, -0.14, 0.09], [-0.03, -0.03, -0.12], [-0.04, -0.01, 0.01], [-0.02, 0.02, 0.01], [-0.02, -0.01, 0.02], [0.05, -0.14, -0.04], [0.03, 0.02, 0.00], [-0.01, 0.03, -0.02], [-0.03, 0.01, 0.02], [0.01, -0.01, 0.04], [0.04, 0.01, 0.00], [-0.06, 0.05, 0.01], [0.01, 0.00, 0.05], [-0.04, 0.12, -0.20], [0.15, 0.40, 0.10], [-0.17, -0.21, 0.07], [0.01, 0.02, 0.01], [-0.21, 0.19, -0.15], [-0.03, -0.14, 0.01], [0.08, 0.01, -0.09], [0.02, -0.09, 0.00], [-0.02, 0.04, -0.05], [0.01, -0.06, -0.02], [0.01, 0.10, -0.05], [0.02, 0.02, 0.05], [0.00, 0.01, 0.03], [0.16, -0.02, -0.01], [0.01, -0.03, -0.04], [0.05, -0.02, 0.01], [-0.02, 0.02, 0.12], [0.01, -0.02, -0.02], [-0.01, -0.08, -0.03], [-0.01, -0.03, 0.04], [-0.04, 0.02, 0.03]], "spin_multiplicity": 1, "charge": 1, "homo_lumo_gap_ha": 0.2199, "mol_weight_g_mol": 874.6, "energy_ha": -4409.96964, "de_lowest_kcal_mol": 18.3}

=====

No. 2
{"formula": "C38H43N4O4PdSSb2", "method": "ωB97M-V with the def2-TZVPD basis set", "elements": ["Pd", "C", "C", "N", "C", "C", "N", "C", "O", "O", "C", "O", "O", "H", "H", "H", "H", "H", "C", "C", "C", "Sb", "C", "C", "C", "C", "C", "C", "C", "C", "C", "C", "C", "C", "Sb", "C", "C", "C", "C", "C", "C", "C", "C", "C", "C", "C", "C", "H", "H", "H", "H", "H", "H", "H", "H", "H", "H", "H", "H", "H", "H", "H", "H", "H", "H", "H", "H", "H", "H", "H", "H", "H", "H", "C", "N", "C", "C", "S", "N", "C", "C", "H", "H", "H", "H", "H", "H", "H", "H", "H", "H", "H", "H"], "xyz": [[-1.043011, 1.275524, 0.493594], [1.750564, 3.527088, 0.331144], [0.404800, 4.118063, 0.558873], [-0.718193, 3.444066, 0.688919], [-1.717829, 4.369582, 0.892363], [-1.172628, 5.626280, 0.879666], [0.167707, 5.442764, 0.665825], [-1.678540, 7.016336, 1.052215], [-2.947954, 7.147700, 1.261601], [-0.871295, 7.932541, 0.983628], [-3.152403, 3.974487, 1.119174], [-3.963436, 4.934479, 1.305991], [-3.429658, 2.772033, 1.107950], [1.764053, 2.512122, 0.732993], [2.518680, 4.126937, 0.823005], [1.983636, 3.477583, -0.735153], [0.813648, 6.215066, 0.623275], [-3.440192, 6.159763, 1.274743], [-0.640785, -0.887936, 1.448987], [-1.901039, -1.220446, 2.263934], [-2.961167, -0.117691, 2.346852], [-4.586838, 0.158293, 0.921189], [-3.863403, 0.321134, -1.112265], [-4.519165, -0.490657, -2.038797], [-4.171025, -0.492497, -3.382858], [-3.161303, 0.343127, -3.836986], [-2.547812, 1.206086, -2.941883], [-2.905128, 1.211943, -1.597746], [-4.891332, -2.012241, 0.904675], [-4.352867, -2.965168, 0.040642], [-4.572946, -4.323426, 0.239453], [-5.331571, -4.763448, 1.314424], [-5.874862, -3.832068, 2.187029], [-5.658803, -2.476413, 1.974936], [-0.872924, -1.463242, -0.653846], [0.050171, -3.394926, -0.283089], [1.335830, -3.515498, 0.247404], [1.897455, -4.763021, 0.476968], [1.179104, -5.916739, 0.183793], [-0.101972, -5.813733, -0.335006], [-0.657751, -4.559114, -0.566363], [0.853539, -0.773796, -1.756213], [1.369701, -1.618238, -2.739605], [2.354350, -1.178981, -3.615428], [2.840183, 0.118607, -3.520126], [2.334877, 0.968193, -2.545221], [1.345903, 0.527061, -1.673949], [0.175545, -1.547087, 1.751198], [-0.214257, 0.115861, 1.744968], [-1.566363, -1.415473, 3.290545], [-2.351987, -2.160307, 1.924852], [-2.503060, 0.863305, 2.491536], [-3.580521, -0.309307, 3.231571], [-5.310293, -1.154604, -1.709610], [-4.687803, -1.150804, -4.071429], [-2.869028, 0.336504, -4.879933], [-1.776808, 1.887464, -3.282973], [-2.418243, 1.955630, -0.963098], [-3.741999, -2.653597, -0.798061], [-4.143948, -5.042436, -0.449595], [-5.498381, -5.822231, 1.470254], [-6.471374, -4.160204, 3.030180], [-6.103271, -1.761591, 2.662364], [1.903097, -2.623350, 0.495497], [2.896462, -4.837028, 0.891625], [1.616026, -6.891296, 0.365300], [-0.671915, -6.707992, -0.558306], [-1.661943, -4.488842, -0.970906], [1.004682, -2.637006, -2.822740], [2.741279, -1.850382, -4.373251], [3.605858, 0.465444, -4.204058], [2.713176, 1.981938, -2.468007], [0.947182, 1.183261, -0.904277], [4.397711, -1.272039, -0.685794], [4.985394, -0.099702, -0.061162], [6.439142, -0.101639, -0.120079], [4.345744, 0.470423, 1.007073], [3.033465, -0.221627, 1.760001], [4.862951, 1.671882, 1.409696], [5.375973, 2.632914, 0.447491], [4.460451, 2.234411, 2.683695], [4.857218, -1.402049, -1.665865], [3.329358, -1.131014, -0.814947], [4.567695, -2.172417, -0.084153], [6.825654, -1.053727, 0.262502], [6.862167, 0.699011, 0.476440], [6.773155, 0.010198, -1.153409], [5.290474, 2.233307, -0.559838], [6.421904, 2.889146, 0.641571], [4.788175, 3.553176, 0.502793], [4.432039, 1.454598, 3.440441], [3.468362, 2.692000, 2.640308], [5.194443, 2.989745, 2.968875]], "forces_ev_per_angstrom": [[0.52, -0.18, 0.23], [-0.03, 0.04, 0.01], [-0.01, -0.03, 0.01], [-0.06, 0.10, -0.13], [0.02, -0.02, 0.01], [-0.01, 0.02, 0.02], [0.01, 0.01, 0.02], [0.01, -0.02, -0.03], [0.00, 0.02, -0.02], [-0.01, 0.01, 0.02], [-0.02, 0.01, -0.05], [-0.04, -0.02, 0.00], [0.00, 0.02, 0.00], [0.02, 0.01, 0.01], [0.00, -0.01, -0.01], [0.00, -0.01, 0.01], [0.00, -0.01, 0.00], [0.05, -0.01, 0.05], [-0.03, -0.07, 0.07], [0.03, 0.05, 0.00], [0.04, -0.04, -0.04], [0.01, -0.02, -0.01], [-0.11, -0.03, 0.00], [0.01, -0.01, 0.02], [0.02, 0.01, -0.03], [-0.02, -0.03, 0.01], [0.04, 0.03, 0.04], [0.04, 0.04, -0.13], [-0.04, 0.09, 0.02], [0.01, -0.04, 0.03], [0.01, 0.00, -0.03], [0.00, 0.00, 0.00], [0.00, 0.00, 0.01], [0.00, 0.00, -0.02], [-0.16, 0.13, -0.11], [0.05, -0.01, 0.04], [-0.04, -0.01, 0.01], [0.02, 0.00, 0.01], [-0.01, 0.00, 0.00], [-0.01, -0.01, -0.01], [0.02, 0.02, -0.01], [-0.03, 0.01, 0.04], [0.03, 0.02, 0.01], [0.00, 0.00, 0.01], [-0.01, -0.01, -0.01], [0.03, 0.00, 0.01], [0.06, -0.08, 0.02], [0.04, 0.04, -0.05], [-0.12, 0.07, -0.10], [-0.02, -0.03, 0.00], [0.01, 0.01, -0.01], [-0.02, -0.01, 0.00], [0.01, 0.02, 0.01], [0.00, -0.01, 0.00], [0.00, 0.00, 0.00], [0.00, 0.00, 0.00], [0.00, 0.00, 0.00], [-0.21, -0.08, 0.14], [-0.01, 0.02, -0.01], [0.01, 0.00, 0.01], [0.00, 0.00, 0.00], [0.00, 0.00, 0.00], [0.00, -0.01, 0.01], [0.03, 0.00, -0.01], [0.00, 0.00, 0.00], [0.00, 0.00, 0.00], [0.00, 0.00, 0.00], [-0.02, -0.01, -0.01], [0.00, 0.00, -0.01], [0.00, 0.00, 0.00], [0.00, 0.00, 0.00], [-0.01, 0.00, 0.01], [-0.05, 0.02, -0.04], [0.00, -0.01, 0.00], [-0.02, -0.06, 0.02], [0.02, 0.00, -0.03], [0.00, 0.04, -0.01], [-0.01, -0.02, 0.02], [0.01, -0.02, 0.00], [0.00, 0.05, -0.02], [-0.01, 0.02, 0.04], [0.01, 0.00, 0.00], [0.00, -0.01, 0.00], [-0.02, 0.00, 0.01], [-0.01, 0.00, -0.01], [0.00, -0.03, 0.01], [0.01, 0.02, 0.00], [0.00, 0.01, 0.00], [0.00, 0.00, 0.01], [0.01, -0.02, 0.00], [0.00, 0.01, -0.01], [-0.01, 0.00, -0.02], [0.00, 0.01, -0.01]], "spin_multiplicity": 1, "charge": -1, "homo_lumo_gap_ha": 0.2354, "mol_weight_g_mol": 1001.8, "energy_ha": -3000.44072, "de_lowest_kcal_mol": 25.7}

=====

What is the charge in the second record?
-1

=====

The highest charge belongs to which entry?
C38H43N3O2S4ScTe